a | 15
Properties=species:S:1:pos:R:3:nbo_charge:R:1 method="wB97M-V/def2-TZVPD" total_charge=+1 spin_multiplicity=1 homo_lumo_gap_ev=10.5180
Cl -2.511 -0.423 -0.793 -0.044
N -0.609 -2.167 0.671 -0.810
N 1.296 -1.006 -0.220 -0.253
C -1.394 0.822 0.040 -0.194
C -1.224 2.018 -0.450 -0.398
C 2.181 0.074 -0.220 -0.471
C 0.421 -1.591 0.248 0.744
H 2.733 0.004 -1.152 0.249
H -1.588 -1.693 0.542 0.469
H -0.767 0.420 0.823 0.198
H -0.636 -2.941 1.358 0.470
H -0.751 2.796 0.266 0.247
H 1.575 1.028 -0.369 0.261
H -1.695 2.575 -1.335 0.263
H 2.968 0.087 0.591 0.269



b | 15
Properties=species:S:1:pos:R:3:nbo_charge:R:1 method="wB97M-V/def2-TZVPD" total_charge=+1 spin_multiplicity=1 homo_lumo_gap_ev=7.5768
Cl 2.425 1.787 -0.080 0.061
N 2.694 -0.794 0.061 -0.323
N -1.301 0.246 -0.061 -0.403
C 1.990 0.165 -0.206 -0.003
C -1.427 1.511 0.595 -0.438
C -0.740 0.052 -1.196 0.131
C 3.118 -1.963 0.233 -0.081
H -1.651 -0.552 0.468 0.434
H -0.368 0.895 -1.761 0.232
H -2.481 1.756 0.720 0.245
H -0.940 2.290 0.013 0.238
H 3.034 -2.425 1.203 0.211
H 3.635 -2.477 -0.562 0.215
H -0.668 -0.937 -1.618 0.235
H -0.977 1.457 1.587 0.245



From most stable to least stable, the computed energies give a, b.